Here is a 7-piece molecular cluster, C47H61F11N2O23S2Si overall from OMol25. Energies are from wB97M-V/def2-TZVPD.

```
147
C47H61F11N2O23S2Si (wB97M-V/def2-TZVPD)
C -3.037 -3.973 -1.574
C -4.086 -2.769 -1.413
O -4.974 -2.673 -2.315
N -4.122 -1.816 -0.291
C -5.444 -1.781 0.400
C -3.612 -0.460 -0.659
C -1.993 -0.456 -0.427
C -1.207 -0.784 -1.826
C 0.114 0.095 -2.055
C 1.448 -0.672 -2.523
C 1.248 -1.954 -3.436
C 0.475 -1.911 -4.816
C -0.805 -1.028 -5.023
N -0.888 0.395 -5.412
O -1.938 -1.611 -4.894
C 2.256 -1.073 -1.150
C 1.497 -1.857 -0.019
F 0.558 -2.856 -0.356
F 2.538 -2.595 0.710
C 0.895 -0.899 1.161
C 1.869 -0.919 2.474
Si 1.297 0.400 3.765
C 2.828 1.144 4.709
C 0.239 -0.545 5.060
C 0.190 1.784 3.044
C -1.327 1.830 3.386
C -2.317 2.892 2.819
C -1.805 4.021 1.891
C -0.269 4.023 1.539
C 0.709 2.923 2.087
S 3.898 -1.931 -1.517
O 4.977 -1.588 -0.540
O 3.734 -3.404 -1.798
O 4.396 -1.272 -3.013
C 4.036 0.124 -2.911
C 2.472 0.468 -3.129
S 2.294 0.861 -4.925
C 2.288 1.931 -2.403
C 3.485 2.953 -2.710
C 2.996 4.410 -2.295
F 2.570 4.610 -0.950
C 2.946 5.500 -3.198
F 3.499 5.443 -4.496
F 2.277 6.673 -2.752
H -2.342 -3.804 -2.480
H -3.634 -4.932 -1.819
H -2.440 -4.204 -0.630
H -5.378 -1.390 1.479
H -6.174 -1.193 -0.255
H -5.828 -2.859 0.454
H -4.038 0.297 0.082
H -3.905 -0.238 -1.740
H -1.630 0.507 0.067
H -1.803 -1.392 0.227
H -1.978 -0.460 -2.631
H -1.086 -1.910 -1.999
H 0.235 0.738 -1.112
H -0.140 0.840 -2.906
H 2.257 -2.466 -3.696
H 0.710 -2.770 -2.813
H 0.170 -3.001 -5.066
H 1.234 -1.650 -5.653
H -1.758 0.835 -5.084
H -0.805 0.476 -6.441
H 2.603 -0.099 -0.623
H 0.849 0.198 0.857
H -0.110 -1.308 1.557
H 1.826 -1.941 3.027
H 2.957 -0.625 2.201
H 3.542 1.550 3.914
H 3.284 0.289 5.323
H 2.411 1.973 5.395
H 0.904 -1.254 5.657
H -0.316 0.137 5.790
H -0.564 -1.187 4.524
H -1.762 1.048 4.088
H -3.435 2.874 3.067
H -2.467 4.861 1.462
H 0.112 4.863 0.875
H 1.816 2.979 1.774
H 4.474 0.525 -1.927
H 4.606 0.674 -3.755
H 1.512 2.001 -5.050
H 2.055 1.859 -1.291
H 1.345 2.385 -2.898
H 4.406 2.714 -2.051
H 3.852 2.963 -3.789
O -9.740 -6.218 -5.314
C -8.982 -5.407 -4.868
O -7.655 -5.635 -4.656
C -7.089 -4.396 -4.250
C -8.275 -3.665 -3.707
F -8.156 -2.331 -3.904
O -9.341 -4.144 -4.502
H -6.647 -3.898 -5.117
H -6.313 -4.546 -3.499
H -8.483 -3.866 -2.652
O -1.474 8.274 -0.109
C -0.705 9.082 -0.541
O -0.779 9.615 -1.794
C 0.222 10.620 -1.868
C 1.187 10.189 -0.811
F 1.795 11.257 -0.242
O 0.357 9.577 0.155
H -0.225 11.596 -1.658
H 0.677 10.649 -2.860
H 1.940 9.473 -1.154
O 1.682 -3.390 4.638
C 2.554 -3.534 5.446
O 2.549 -2.966 6.686
C 3.680 -3.484 7.375
C 4.579 -3.890 6.252
F 5.329 -4.963 6.594
O 3.674 -4.278 5.237
H 3.370 -4.331 7.995
H 4.131 -2.726 8.017
H 5.226 -3.090 5.881
O 5.304 -7.966 3.197
C 5.168 -6.949 2.581
O 4.159 -6.719 1.695
C 4.278 -5.362 1.286
C 5.720 -5.073 1.551
F 5.901 -3.775 1.895
O 6.010 -5.880 2.675
H 3.605 -4.743 1.886
H 4.016 -5.245 0.234
H 6.390 -5.334 0.727
O 3.808 0.957 7.120
C 2.944 0.687 7.903
O 1.668 0.370 7.551
C 0.998 -0.012 8.744
C 1.809 0.671 9.798
F 1.817 -0.046 10.947
O 3.114 0.665 9.256
H 1.016 -1.102 8.838
H -0.041 0.322 8.736
H 1.502 1.700 10.006
O -4.901 2.126 -3.505
C -4.954 2.231 -4.694
O -6.114 2.257 -5.409
C -5.756 2.525 -6.757
C -4.334 2.065 -6.808
F -3.615 2.804 -7.687
O -3.860 2.332 -5.504
H -5.860 3.596 -6.954
H -6.397 1.977 -7.449
H -4.214 1.001 -7.033
```

Its SMILES is CC(=O)N(C)CCCC[C@]1(CCC(N)=O)[C@@H](C(F)(F)CC[Si](C)(C)c2ccccc2)S(=O)(=O)OC[C@]1(S)CCC(F)=C(F)F.O=C1OC[C@@H](F)O1.O=C1OC[C@@H](F)O1.O=C1OC[C@@H](F)O1.O=C1OC[C@@H](F)O1.O=C1OC[C@@H](F)O1.O=C1OC[C@@H](F)O1. The HOMO energy is -8.81 eV. The calculation puts the HOMO-LUMO gap at 0.32132 hartree. The calculation puts the LUMO energy at -0.069 eV.

Results of the Löwdin charge analysis, in e, for atoms 1 through 5:
1 C -0.007
2 C -0.358
3 O 0.020
4 N -0.193
5 C -0.093

=====

Here is C47H62IN3NdP3SeSi as an isolated structure from OMol25. Energies are from wB97M-V/def2-TZVPD.

```
119
C47H62IN3NdP3SeSi (wB97M-V/def2-TZVPD)
Nd -1.236 -0.273 0.901
C -1.788 5.108 -1.336
C -1.364 4.005 -0.355
C -0.026 4.342 0.278
P -1.300 2.237 -1.022
C -2.812 1.928 -2.095
C -2.958 2.609 -3.397
C -4.056 2.115 -1.286
C 0.019 2.097 -2.310
C 0.183 2.970 -3.416
C 0.986 2.653 -4.484
C 1.651 1.465 -4.495
C 1.598 0.658 -3.376
C 0.920 1.046 -2.217
Si 1.268 0.194 -0.478
C 2.385 -1.364 -0.858
C 3.593 -1.140 -1.537
C 4.402 -2.255 -1.958
C 3.991 -3.541 -1.644
C 2.856 -3.731 -0.925
C 2.007 -2.666 -0.527
P 0.571 -3.038 0.525
C -0.118 -4.680 -0.098
C -0.410 -4.710 -1.599
C 0.523 -5.988 0.341
C 1.438 -3.364 2.222
C 2.851 -3.962 2.153
C 0.574 -4.312 3.116
C 2.310 1.681 0.193
C 3.048 2.523 -0.687
C 3.675 3.649 -0.236
C 3.635 3.987 1.078
C 2.811 3.232 1.953
C 2.112 2.088 1.530
P 1.169 1.006 2.688
C 2.531 -0.059 3.559
C 3.304 0.640 4.658
C 3.529 -0.526 2.488
C 0.708 2.201 4.063
C -0.082 1.365 5.051
C -0.114 3.425 3.591
H -1.994 6.048 -0.765
H -2.711 4.907 -1.934
H -0.982 5.310 -2.052
H -2.076 3.910 0.439
H 0.701 4.450 -0.559
H 0.309 3.588 0.956
H -0.145 5.317 0.734
H -2.744 0.824 -2.282
H -2.868 3.730 -3.287
H -3.914 2.465 -3.846
H -2.161 2.261 -4.055
H -4.309 3.198 -1.316
H -3.830 1.929 -0.225
H -4.885 1.572 -1.671
H -0.416 3.877 -3.529
H 1.035 3.368 -5.289
H 2.344 1.191 -5.338
H 2.183 -0.247 -3.401
H 3.785 -0.091 -1.750
H 5.273 -2.064 -2.594
H 4.681 -4.333 -1.985
H 2.628 -4.737 -0.615
H -1.116 -4.660 0.370
H 0.458 -4.605 -2.233
H -1.129 -3.815 -1.887
H -0.948 -5.648 -1.935
H 1.348 -6.416 -0.280
H -0.219 -6.802 0.347
H 0.913 -5.920 1.357
H 1.474 -2.385 2.579
H 2.897 -4.981 1.769
H 3.128 -4.127 3.197
H 3.633 -3.279 1.699
H 1.003 -5.296 3.215
H -0.473 -4.424 2.919
H 0.713 -3.851 4.090
H 3.213 2.219 -1.717
H 4.335 4.221 -0.853
H 4.097 4.907 1.476
H 2.777 3.481 2.984
H 2.059 -0.978 3.961
H 3.748 1.612 4.310
H 4.100 0.003 5.067
H 2.634 0.734 5.485
H 4.046 0.295 1.925
H 3.062 -1.234 1.784
H 4.340 -1.112 2.991
H 1.634 2.576 4.522
H -1.000 0.937 4.603
H -0.330 1.962 5.926
H 0.515 0.457 5.349
H -0.915 3.197 2.865
H 0.550 4.243 3.377
H -0.736 3.768 4.437
C -0.735 -1.565 -4.121
C -2.014 -1.485 -4.632
C -3.047 -1.450 -3.732
C -2.754 -1.296 -2.399
N -1.521 -1.356 -1.871
C -0.530 -1.542 -2.738
C -3.898 -1.294 -1.353
C -5.202 -1.323 -1.809
C -6.234 -1.357 -0.868
C -5.888 -1.321 0.498
C -4.579 -1.293 0.871
N -3.571 -1.183 -0.049
H 0.122 -1.617 -4.768
H -2.116 -1.524 -5.718
H -4.073 -1.490 -4.033
H 0.466 -1.687 -2.347
H -5.473 -1.445 -2.831
H -7.268 -1.426 -1.169
H -6.659 -1.382 1.257
H -4.244 -1.192 1.875
I -1.661 -1.872 3.444
Se -2.792 1.828 2.500
C -4.636 1.598 2.363
N -5.789 1.508 2.246
```

As for the multiplicity: 4. The relative energy (zero: lowest compared OMol25 entry of this formula, charge and spin) comes out at 0.0 kJ/mol. The HOMO energy (alpha / beta) is -7.03 / -6.96 eV. The calculation puts the HOMO-LUMO gap (alpha / beta) at 0.23729 / 0.23538 hartree. The calculation puts the LUMO energy (alpha / beta) at -0.576 / -0.557 eV.

Results of the Löwdin charge analysis, in e, for atoms 1 through 5:
1 Nd 0.774
2 C -0.105
3 C -0.527
4 C -0.117
5 P 1.039

=====

Here is a 5-piece molecular cluster, C47H63F5I2O5P overall from OMol25. Energies are from wB97M-V/def2-TZVPD.

```
123
C47H63F5I2O5P (wB97M-V/def2-TZVPD)
C -0.093 -2.641 0.593
C 0.611 -2.106 -0.364
C 1.232 -0.750 -0.236
O 1.434 -0.322 0.834
O 1.572 -0.083 -1.371
C 0.522 0.894 -1.663
C 1.086 2.255 -2.026
C 0.070 3.410 -1.941
C -1.313 3.141 -2.571
C -2.374 2.570 -1.593
C -2.882 3.599 -0.548
P -3.361 2.917 1.176
C -1.684 2.146 1.576
C -0.502 3.127 1.706
C -0.188 3.468 3.172
C 0.825 4.618 3.329
C 2.332 4.199 3.326
C 2.614 2.726 3.024
O 4.007 2.512 3.346
C 4.507 1.318 2.775
C -4.138 1.220 0.555
I -4.879 0.108 2.315
C -5.310 1.454 -0.434
C -6.729 1.390 0.136
I -5.182 -0.173 -1.919
O -4.074 2.497 2.717
C -4.341 3.622 3.505
C -3.649 4.918 2.921
C -4.671 6.054 2.749
F -5.418 5.903 1.667
F -5.443 6.129 3.853
C -3.966 7.427 2.609
F -4.874 8.332 2.242
F -3.415 7.823 3.719
F -3.077 7.403 1.655
O -2.983 4.525 1.785
H -0.265 -3.712 0.555
H -0.576 -2.099 1.399
H 0.772 -2.690 -1.267
H -0.044 0.996 -0.734
H -0.117 0.528 -2.474
H 1.551 2.267 -3.018
H 1.869 2.470 -1.287
H -0.073 3.744 -0.910
H 0.507 4.254 -2.487
H -1.249 2.427 -3.408
H -1.737 4.052 -3.010
H -3.229 2.274 -2.213
H -1.973 1.648 -1.163
H -2.105 4.371 -0.467
H -3.753 4.116 -0.961
H -4.697 3.466 0.891
H -1.806 1.681 2.563
H -1.432 1.320 0.905
H -0.575 4.023 1.089
H 0.392 2.584 1.345
H -1.140 3.833 3.585
H 0.052 2.564 3.734
H 0.624 5.112 4.284
H 0.667 5.322 2.508
H 2.824 4.767 2.529
H 2.866 4.454 4.246
H 2.047 2.021 3.638
H 2.520 2.540 1.950
H 3.841 0.869 2.031
H 5.472 1.559 2.309
H 4.732 0.568 3.549
H -3.407 0.533 0.131
H -5.224 2.372 -1.011
H -6.851 2.013 1.023
H -7.094 0.377 0.282
H -7.394 1.824 -0.628
H -3.976 3.438 4.523
H -5.434 3.741 3.537
H -2.890 5.277 3.636
C -1.480 -3.221 -3.388
C -0.967 -4.448 -3.787
C -1.831 -5.470 -4.158
C -3.205 -5.260 -4.138
C -3.714 -4.030 -3.742
C -2.850 -3.013 -3.363
H -0.809 -2.422 -3.094
H 0.104 -4.608 -3.809
H -1.434 -6.431 -4.464
H -3.878 -6.056 -4.432
H -4.784 -3.865 -3.726
H -3.234 -2.053 -3.043
C 3.481 -7.758 1.513
C 3.265 -6.425 1.191
C 2.024 -6.015 0.723
C 0.995 -6.937 0.587
C 1.209 -8.270 0.912
C 2.453 -8.681 1.371
H 4.451 -8.077 1.875
H 4.066 -5.705 1.304
H 1.859 -4.976 0.467
H 0.025 -6.616 0.226
H 0.406 -8.988 0.806
H 2.622 -9.722 1.620
C 6.074 -5.423 3.589
C 7.086 -6.325 3.888
C 8.394 -6.049 3.514
C 8.692 -4.867 2.850
C 7.680 -3.963 2.555
C 6.371 -4.242 2.921
H 5.052 -5.639 3.878
H 6.854 -7.245 4.411
H 9.183 -6.756 3.741
H 9.713 -4.650 2.563
H 7.913 -3.040 2.038
H 5.581 -3.540 2.686
C 0.486 0.845 -7.827
C 1.852 0.981 -7.609
C 2.421 0.495 -6.439
C 1.624 -0.136 -5.493
C 0.262 -0.276 -5.713
C -0.310 0.218 -6.877
H 0.043 1.228 -8.737
H 2.472 1.468 -8.351
H 3.484 0.608 -6.264
H 2.067 -0.519 -4.581
H -0.355 -0.770 -4.972
H -1.374 0.113 -7.045
```

The net charge is -1. The HOMO energy is -5.00 eV. The calculation puts the HOMO-LUMO gap at 0.25814 hartree. The calculation puts the LUMO energy at 2.022 eV.

Results of the Löwdin charge analysis, in e, for atoms 1 through 5:
1 C 0.059
2 C -0.078
3 C -0.536
4 O 0.158
5 O -0.025

=====

no.,largest force on an atom (eV/A),total energy (eV)
1,5.1,-159230.3670
2,3.9,-178685.8061
3,3.1,-99074.8229